1.
The following is a DFT calculation (wB97M-V/def2-TZVPD) of a molecular structure, C9H20CaClF5InNaO5P.

Structure (XYZ):
```
44
C9H20CaClF5InNaO5P (wB97M-V/def2-TZVPD)
C 0.557 -0.217 0.834
C 0.716 -0.149 -0.764
C 0.817 1.358 -1.332
O 2.164 1.794 -1.605
In 3.191 2.331 0.133
F 3.769 0.511 1.036
C 1.839 3.575 1.430
C 1.561 2.981 2.879
F 0.940 4.082 3.663
C 5.110 3.436 -0.344
F 5.993 2.535 -1.108
F 5.783 3.881 0.813
F 4.745 4.663 -1.143
H 1.229 0.518 1.396
H -0.523 0.045 1.147
H 0.811 -1.260 1.250
H -0.267 -0.570 -1.195
H 1.543 -0.834 -1.167
H 0.242 1.354 -2.334
H 0.232 2.067 -0.629
H 2.352 4.591 1.577
H 0.842 3.756 0.900
H 2.513 2.709 3.459
H 0.787 2.136 2.901
C -4.768 -2.301 0.309
O -3.490 -1.989 -0.230
P -2.576 -3.181 -0.783
O -1.283 -2.762 -1.365
O -3.541 -3.967 -1.792
C -4.020 -3.263 -2.929
O -2.472 -4.172 0.466
C -1.966 -5.483 0.229
H -5.525 -1.733 -0.237
H -5.006 -3.364 0.230
H -4.795 -2.010 1.361
H -3.456 -2.344 -3.108
H -5.071 -3.014 -2.771
H -3.935 -3.908 -3.804
H -1.846 -5.691 -0.836
H -2.673 -6.201 0.648
H -1.004 -5.596 0.727
Na -0.759 5.319 2.852
Ca 5.921 4.425 -2.623
Cl 5.315 5.941 1.858
```

Total charge ... +1
HOMO energy ... -9.17 eV

Mulliken charges, unit e, in atom order:
1 C -0.57
2 C -0.01
3 C -0.21
4 O -0.73
5 In 1.43
6 F -0.73
7 C -0.88
8 C 0.01
9 F -0.42
10 C 0.28
11 F -0.35
12 F -0.11
13 F -0.37
14 H -0.03
15 H 0.20
16 H 0.28
17 H 0.02
18 H 0.21
19 H 0.34
20 H -0.06
21 H 0.38
22 H 0.14
23 H 0.24
24 H 0.16
25 C -0.70
26 O -0.32
27 P 1.14
28 O -0.63
29 O -0.35
30 C -0.69
31 O -0.32
32 C -0.70
33 H 0.27
34 H 0.35
35 H 0.26
36 H 0.32
37 H 0.25
38 H 0.27
39 H 0.33
40 H 0.26
41 H 0.26
42 Na 0.97
43 Ca 1.60
44 Cl -0.77

=====

2.
The following is a DFT calculation (wB97M-V/def2-TZVPD) of a single C9H20N2Si molecule.

Structure (XYZ):
```
32
C9H20N2Si (wB97M-V/def2-TZVPD)
C 0.418 0.253 -2.337
C -0.080 1.493 -1.589
C 0.904 0.747 -3.777
C 2.160 -1.387 1.121
C 0.312 -1.120 2.951
C -0.091 -2.264 0.667
C -2.624 0.163 -0.222
C -0.877 2.706 1.102
C 0.639 -1.230 1.335
N 0.546 -0.912 -2.024
N 0.310 0.059 0.883
Si -0.934 0.939 0.163
H 0.803 2.143 -1.297
H -0.689 2.221 -2.207
H 1.080 -0.102 -4.349
H 1.806 1.336 -3.415
H 0.290 1.460 -4.312
H 2.685 -2.304 1.472
H 2.225 -1.516 0.103
H 2.629 -0.464 1.579
H 1.163 -0.887 3.468
H 0.005 -2.154 3.214
H -0.546 -0.397 3.005
H 0.216 -3.254 0.857
H -1.083 -2.181 1.096
H -0.195 -2.028 -0.472
H -2.306 -0.849 -0.582
H -3.168 0.015 0.713
H -3.168 0.528 -1.064
H -0.861 3.562 0.443
H -1.674 2.777 1.812
H 0.103 2.647 1.663
```

Total charge ... 0
HOMO energy (alpha / beta) ... -8.84 / -8.88 eV

Mulliken charges, unit e, in atom order:
1 C 0.82
2 C -0.81
3 C -1.27
4 C -1.59
5 C -1.41
6 C -1.50
7 C -1.01
8 C -1.19
9 C 1.46
10 N -0.64
11 N -0.02
12 Si -0.08
13 H 0.36
14 H 0.43
15 H 0.40
16 H 0.27
17 H 0.33
18 H 0.33
19 H 0.50
20 H 0.35
21 H 0.42
22 H 0.34
23 H 0.32
24 H 0.48
25 H 0.40
26 H 0.25
27 H 0.29
28 H 0.32
29 H 0.42
30 H 0.37
31 H 0.36
32 H 0.30

=====

3.
The following is a DFT calculation (wB97M-V/def2-TZVPD) of a gas-phase ion, C9H20N3 (charge +1).

Structure (XYZ):
```
32
C9H20N3 (wB97M-V/def2-TZVPD)
C 1.559 0.251 1.791
C 1.744 0.385 0.278
C 1.238 1.706 -0.204
C 0.178 1.590 -1.001
C -0.189 0.149 -1.252
C -1.612 -0.216 -0.800
N -1.830 -0.087 0.631
N -2.929 -0.641 1.061
N -1.819 1.570 0.892
C 0.986 -0.653 -0.603
C 0.549 -1.899 0.161
C 1.923 -1.103 -1.732
H 0.507 0.295 2.061
H 1.968 -0.690 2.143
H 2.086 1.057 2.298
H 2.816 0.319 0.075
H 1.704 2.630 0.094
H -0.306 2.394 -1.535
H -0.182 -0.036 -2.330
H -2.346 0.369 -1.372
H -1.787 -1.269 -1.026
H -2.988 -0.842 2.048
H -3.805 -0.582 0.548
H -2.631 2.063 0.510
H -0.922 1.835 0.383
H -1.750 1.734 1.896
H -0.130 -1.672 0.973
H 1.425 -2.396 0.569
H 0.068 -2.601 -0.518
H 2.261 -0.254 -2.322
H 1.418 -1.802 -2.394
H 2.795 -1.606 -1.323
```

Total charge ... +1
HOMO energy ... -13.21 eV

Mulliken charges, unit e, in atom order:
1 C -1.53
2 C 0.07
3 C -0.48
4 C -1.35
5 C 0.33
6 C -1.47
7 N 0.68
8 N -0.90
9 N -0.22
10 C 1.78
11 C -2.32
12 C -1.90
13 H 0.27
14 H 0.36
15 H 0.47
16 H 0.47
17 H 0.51
18 H 0.55
19 H 0.42
20 H 0.56
21 H 0.59
22 H 0.22
23 H 0.22
24 H 0.40
25 H 0.17
26 H 0.38
27 H 0.43
28 H 0.47
29 H 0.44
30 H 0.49
31 H 0.46
32 H 0.46

=====

4.
The following is a DFT calculation (wB97M-V/def2-TZVPD) of a gas-phase ion, C9H20N3O (charge +1).

Structure (XYZ):
```
33
C9H20N3O (wB97M-V/def2-TZVPD)
C 2.429 -1.058 0.504
C 2.183 0.433 0.857
O 2.916 0.713 2.067
N 0.674 0.747 0.975
C 0.495 2.146 1.399
C 0.139 -0.077 2.093
C -1.120 -0.485 2.095
C -2.186 0.090 1.202
N -1.715 0.482 -0.117
C -1.443 -0.515 -0.955
N -1.133 -0.548 -2.250
C -0.775 0.530 -3.105
C -0.872 -1.929 -2.735
H 1.546 -1.429 0.012
H 3.394 -1.125 0.020
H 2.558 -1.649 1.507
H 2.704 1.127 0.163
H 2.633 0.043 2.716
H 0.032 2.297 2.451
H 1.422 2.677 1.430
H -0.130 2.735 0.649
H 0.883 -0.390 2.769
H -1.338 -1.259 2.798
H -3.079 -0.602 1.108
H -2.627 1.009 1.695
H -1.248 1.430 -0.284
H -1.846 -1.453 -0.694
H 0.254 0.592 -3.403
H -1.427 0.466 -3.999
H -0.989 1.479 -2.729
H -0.997 -1.976 -3.782
H 0.195 -2.073 -2.425
H -1.532 -2.428 -2.032
```

Total charge ... +1
HOMO energy ... -12.56 eV

Mulliken charges, unit e, in atom order:
1 C -0.91
2 C -0.38
3 O -0.50
4 N 0.20
5 C -1.12
6 C -0.18
7 C -0.67
8 C -0.81
9 N 0.01
10 C 0.07
11 N 0.00
12 C -1.03
13 C -0.74
14 H 0.18
15 H 0.36
16 H 0.27
17 H 0.55
18 H 0.37
19 H 0.29
20 H 0.50
21 H 0.31
22 H 0.51
23 H 0.48
24 H 0.36
25 H 0.33
26 H 0.19
27 H 0.34
28 H 0.36
29 H 0.36
30 H 0.39
31 H 0.32
32 H 0.33
33 H 0.27